{"formula": "C8H23NNaO7P", "method": "wB97M-V/def2-TZVPD", "elements": ["Na", "P", "O", "O", "O", "O", "C", "C", "C", "O", "C", "N", "H", "H", "H", "H", "H", "H", "H", "H", "H", "H", "H", "C", "C", "O", "H", "H", "H", "H", "H", "H", "C", "C", "O", "H", "H", "H", "H", "H", "H"], "positions_angstrom": [[1.28782, 1.24036, 0.36549], [2.71943, 3.02199, 1.69162], [1.39489, 3.15481, 2.52038], [3.22486, 1.59292, 1.97607], [3.77973, 4.06020, 2.14942], [2.45437, 3.27534, 0.18944], [-0.55611, -1.91423, -0.61134], [0.81463, -2.16854, 0.03890], [1.32732, -3.60022, -0.25674], [1.41796, -3.74944, -1.65233], [1.86363, -5.05037, -2.01829], [1.78532, -1.14107, -0.34035], [-0.50095, -2.01171, -1.69474], [-0.93079, -0.91693, -0.37595], [-1.27164, -2.60148, -0.15533], [0.74497, -2.06270, 1.12518], [0.60467, -4.30066, 0.18197], [2.27267, -3.74410, 0.27610], [2.10201, -5.01843, -3.07790], [1.12346, -5.81628, -1.76682], [2.73760, -5.31467, -1.41436], [2.65596, -1.30569, 0.15562], [1.97574, -1.35171, -1.31824], [-2.99051, 2.31854, -1.87227], [-1.59724, 1.81797, -2.31887], [-0.66402, 1.92574, -1.26104], [-3.79384, 2.29733, -2.61055], [-2.91277, 3.33195, -1.47043], [-3.34261, 1.71864, -1.02991], [-1.23170, 2.41390, -3.15756], [-1.69256, 0.74084, -2.46284], [-0.57533, 2.87831, -1.11653], [-2.45360, 1.93338, 2.83781], [-1.29144, 1.73900, 1.83664], [-0.15193, 1.16154, 2.40697], [-3.04687, 1.01622, 2.89842], [-3.11800, 2.73750, 2.51331], [-2.09356, 2.11781, 3.84952], [-0.99367, 2.66676, 1.34060], [-1.60377, 1.01025, 1.07886], [0.52589, 1.89692, 2.55014]], "mulliken_charge": [0.5072, 0.7062, -0.7871, -0.7831, -0.9545, -0.7956, -1.0806, 0.2162, -0.8450, -0.2540, -0.7902, -0.4921, 0.2656, 0.0549, 0.3911, 0.4191, 0.3667, 0.4649, 0.2321, 0.2950, 0.3159, 0.2441, 0.2092, -0.9698, -0.3926, -0.2206, 0.3715, 0.2965, 0.2298, 0.3104, 0.1751, 0.2388, -1.3669, 0.6825, -0.5721, 0.3337, 0.3162, 0.3359, 0.2048, -0.2610, 0.3820], "e_tot_ev": -38198.2482, "orbital_gap_ev": 2.035, "charge": -2, "molar_mass_g_mol": 299.24, "largest_force_ev_per_a": 3.81, "e_above_lowest_ev": 0.000}

{"formula": "C8H23NSi2", "method": "wB97M-V/def2-TZVPD", "elements": ["C", "C", "C", "C", "C", "C", "C", "C", "N", "Si", "Si", "H", "H", "H", "H", "H", "H", "H", "H", "H", "H", "H", "H", "H", "H", "H", "H", "H", "H", "H", "H", "H", "H", "H"], "positions_angstrom": [[-2.71929, 0.97627, -1.08502], [-2.56938, 1.22733, 1.51549], [1.78388, -1.33888, 0.69562], [4.19818, -1.21335, -0.08218], [-1.76132, -0.91340, 0.14852], [2.49789, 0.51915, -0.67131], [-1.97626, 0.64627, 0.16598], [2.95982, -0.45344, 0.43997], [0.89143, 2.98878, -0.70362], [-2.99666, -2.24826, -0.30488], [1.49925, 1.78682, 0.31462], [-3.70127, 0.71408, -1.07504], [-2.19070, 0.61396, -1.87954], [-2.70623, 2.05242, -1.23453], [-2.46196, 2.39419, 1.43688], [-1.85135, 1.04879, 2.38131], [-3.63751, 1.17369, 1.68803], [2.02387, -2.19781, 1.38905], [1.43477, -1.76872, -0.24857], [0.84335, -0.77276, 0.85877], [3.83241, -2.21767, -0.27090], [5.03110, -1.18653, 0.62340], [4.46876, -0.76147, -0.99886], [-0.88570, -1.21112, -0.46111], [-1.45145, -1.05314, 1.26104], [3.41018, 1.03349, -1.00731], [1.94857, -0.05226, -1.37933], [-0.96740, 1.01131, 0.11045], [3.18730, 0.13873, 1.33831], [0.31806, 3.76284, -0.26323], [1.15228, 3.37525, -1.58515], [-4.14436, -2.22329, 0.42738], [-3.25606, -2.37568, -1.69232], [-2.20421, -3.47558, 0.14809]], "mulliken_charge": [-2.0622, -1.3598, -1.2950, -1.3364, -0.4625, -0.9420, 2.2105, 0.5997, -0.3337, 0.4098, -0.2579, 0.5032, 0.5005, 0.4424, 0.2995, 0.3440, 0.3745, 0.3608, 0.3827, 0.1111, 0.3743, 0.2897, 0.3629, 0.0081, 0.2537, 0.4810, 0.3973, -0.9512, 0.3283, 0.2164, 0.2260, -0.1797, -0.1472, -0.1488], "e_tot_ev": -25911.8220, "orbital_gap_ev": 8.348, "molar_mass_g_mol": 189.45, "largest_force_ev_per_a": 3.99, "e_above_lowest_ev": 4.574}

{"formula": "C8H24AgFO8", "method": "wB97M-V/def2-TZVPD", "elements": ["Ag", "F", "C", "C", "O", "O", "H", "H", "H", "H", "H", "H", "C", "C", "O", "O", "H", "H", "H", "H", "H", "H", "C", "C", "O", "O", "H", "H", "H", "H", "H", "H", "C", "C", "O", "O", "H", "H", "H", "H", "H", "H"], "positions_angstrom": [[17.29356, -0.13251, -17.98039], [16.35609, -2.01589, -16.81354], [16.16428, -5.17825, -14.27837], [17.11772, -6.14464, -15.05371], [16.40728, -7.29950, -15.62023], [15.26120, -4.57529, -15.28931], [16.64556, -4.33240, -13.78745], [15.53524, -5.71480, -13.56807], [17.97451, -6.45640, -14.45638], [17.45890, -5.57797, -15.92008], [15.61580, -6.96323, -16.04692], [15.75406, -3.90514, -15.76846], [13.97311, -2.77734, -19.35877], [12.70413, -1.89612, -19.30360], [11.58041, -2.72766, -19.78169], [14.21916, -3.60561, -18.22831], [14.83848, -2.11813, -19.42732], [13.92781, -3.32855, -20.29804], [12.79902, -0.98238, -19.89026], [12.44306, -1.58850, -18.29102], [11.25425, -3.06536, -18.94432], [14.86567, -3.12492, -17.70623], [19.84648, -2.33057, -14.72246], [19.00238, -1.03877, -14.42891], [18.43198, -0.53701, -15.57249], [20.84089, -1.94391, -15.69712], [19.27354, -3.24247, -14.89065], [20.42920, -2.51603, -13.82016], [19.62477, -0.29641, -13.92928], [18.15314, -1.18717, -13.76194], [17.72800, -1.08449, -15.92783], [20.92283, -0.98815, -15.65975], [13.11231, -0.82860, -15.16482], [14.25533, -0.51612, -14.18736], [15.45603, -0.23576, -14.83270], [12.72752, 0.26413, -15.92449], [12.19783, -1.20472, -14.70616], [13.51117, -1.59486, -15.82955], [14.42079, -1.45902, -13.66616], [13.95577, 0.21939, -13.44077], [15.74540, -0.98572, -15.35749], [11.76903, 0.29906, -15.88360]], "mulliken_charge": [0.7400, -0.6854, -0.4075, -0.2884, -0.5389, -0.4789, 0.2445, 0.2776, 0.3806, 0.2507, 0.3080, 0.2096, -0.1900, -0.1740, -0.5172, -0.4472, 0.1309, 0.3113, 0.3764, 0.0018, 0.3134, 0.1372, -0.1130, -0.6986, -0.5588, -0.5048, 0.1885, 0.3048, 0.3769, 0.2984, 0.4390, 0.3112, -0.0878, -0.2543, -0.2307, -0.3520, 0.4742, 0.0805, 0.3209, 0.3744, 0.2903, 0.3862], "e_tot_ev": -31768.1852, "orbital_gap_ev": [6.975, 2.749], "charge": 1, "molar_mass_g_mol": 375.14, "multiplicity": 2, "largest_force_ev_per_a": 3.22, "e_above_lowest_ev": 1.082, "s2": 0.756}